No. 1
{
  "formula": "C27H76N6O9",
  "method": "ωB97M-V with the def2-TZVPD basis set",
  "species": ["C", "O", "C", "C", "C", "N", "H", "H", "H", "H", "H", "H", "H", "H", "H", "H", "H", "C", "O", "C", "C", "C", "N", "H", "H", "H", "H", "H", "H", "H", "H", "H", "H", "H", "C", "O", "C", "C", "C", "N", "H", "H", "H", "H", "H", "H", "H", "H", "H", "H", "H", "C", "O", "C", "C", "C", "N", "H", "H", "H", "H", "H", "H", "H", "H", "H", "H", "H", "C", "O", "C", "C", "C", "N", "H", "H", "H", "H", "H", "H", "H", "H", "H", "H", "H", "C", "O", "C", "C", "C", "N", "H", "H", "H", "H", "H", "H", "H", "H", "H", "H", "H", "O", "C", "C", "O", "H", "H", "H", "H", "H", "H", "C", "O", "H", "H", "H", "H"],
  "coordinates": [[-3.920, 3.326, 1.821], [-3.131, 2.139, 1.799], [-3.927, 1.012, 2.048], [-3.323, -0.126, 2.906], [-2.030, -0.612, 2.249], [-4.347, -1.188, 2.927], [-4.269, 3.520, 0.771], [-3.298, 4.058, 2.254], [-4.788, 3.189, 2.493], [-4.891, 1.264, 2.400], [-4.244, 0.484, 1.087], [-3.271, 0.147, 3.947], [-1.586, 0.298, 1.761], [-2.335, -1.191, 1.391], [-1.420, -1.135, 2.921], [-4.239, -1.805, 3.757], [-4.284, -1.751, 2.071], [1.973, -1.074, 6.290], [2.802, -0.136, 5.705], [2.416, 0.295, 4.419], [3.549, 1.291, 3.874], [4.956, 0.807, 4.363], [3.427, 2.692, 4.341], [2.387, -1.505, 7.220], [1.718, -1.890, 5.564], [1.054, -0.614, 6.635], [2.446, -0.626, 3.762], [1.452, 0.728, 4.418], [3.482, 1.298, 2.777], [5.063, 1.074, 5.443], [5.730, 1.401, 3.832], [5.192, -0.249, 4.240], [3.510, 2.708, 5.351], [2.416, 3.038, 4.208], [-6.791, 1.117, -0.716], [-5.645, 1.919, -0.991], [-4.738, 1.272, -1.911], [-3.501, 2.065, -1.986], [-3.049, 2.170, -3.421], [-2.316, 1.595, -1.170], [-7.246, 1.546, 0.169], [-6.423, 0.136, -0.489], [-7.453, 1.113, -1.551], [-4.598, 0.303, -1.557], [-5.318, 1.243, -2.842], [-3.771, 2.971, -1.590], [-2.138, 2.739, -3.342], [-3.700, 2.533, -4.205], [-2.607, 1.229, -3.846], [-1.856, 0.707, -1.462], [-2.534, 1.576, -0.176], [-5.097, -6.269, 2.912], [-3.884, -6.266, 2.262], [-3.896, -5.435, 1.125], [-2.483, -5.233, 0.696], [-1.883, -6.619, 0.345], [-1.650, -4.557, 1.696], [-5.862, -6.600, 2.251], [-5.396, -5.220, 3.070], [-5.094, -6.934, 3.765], [-4.531, -5.879, 0.361], [-4.352, -4.460, 1.428], [-2.537, -4.566, -0.141], [-0.860, -6.524, -0.033], [-2.405, -6.996, -0.519], [-1.904, -7.327, 1.166], [-1.464, -5.231, 2.451], [-2.135, -3.758, 2.228], [4.428, 3.992, 0.377], [4.723, 2.628, 0.144], [6.075, 2.266, 0.080], [6.286, 0.868, -0.389], [5.291, -0.111, 0.212], [7.628, 0.349, -0.172], [3.460, 4.215, -0.113], [5.046, 4.697, -0.122], [4.418, 4.166, 1.417], [6.573, 2.928, -0.640], [6.579, 2.406, 1.082], [6.067, 0.884, -1.481], [4.274, 0.073, -0.113], [5.366, -0.269, 1.272], [5.562, -0.995, -0.360], [7.849, 0.312, 0.847], [8.410, 0.694, -0.731], [-1.122, -0.901, -6.200], [-0.142, -0.122, -6.820], [-0.183, 1.254, -6.401], [0.855, 1.554, -5.341], [0.904, 3.003, -5.040], [2.176, 1.179, -5.829], [-0.786, -1.323, -5.242], [-1.311, -1.764, -6.823], [-2.077, -0.384, -6.018], [-0.019, 1.820, -7.343], [-1.133, 1.594, -5.990], [0.590, 0.968, -4.447], [1.242, 3.549, -5.908], [1.690, 3.163, -4.340], [-0.022, 3.457, -4.736], [2.137, 0.223, -6.239], [2.906, 1.263, -5.117], [0.055, 2.074, 0.665], [1.170, 1.134, 0.548], [0.847, -0.189, -0.163], [0.484, 0.078, -1.492], [-0.334, 2.155, -0.208], [1.983, 1.588, -0.024], [1.483, 1.023, 1.621], [0.058, -0.707, 0.298], [1.839, -0.767, -0.122], [1.239, -0.019, -2.000], [3.767, -0.826, -3.168], [3.061, 0.314, -2.627], [4.585, -0.519, -3.870], [4.178, -1.395, -2.316], [3.064, -1.462, -3.702], [3.626, 0.659, -1.936]],
  "total_charge": 0,
  "fmax_ev_per_a": 3.48,
  "homo_lumo_gap_ev": 9.3,
  "de_lowest_kj_mol": 187.8,
  "mol_weight_da": 628.9,
  "e_lumo_ha": 0.0188,
  "smiles": "COC[C@H](C)N.COC[C@H](C)N.COC[C@H](C)N.COC[C@H](C)N.COC[C@H](C)N.COC[C@H](C)N.OCCO.CO"
}

=====

No. 2
{
  "formula": "H12O6V",
  "method": "ωB97M-V with the def2-TZVPD basis set",
  "species": ["V", "O", "H", "H", "O", "H", "H", "O", "H", "H", "O", "H", "H", "O", "H", "H", "O", "H", "H"],
  "coordinates": [[0.044, 0.104, 0.116], [0.675, 0.745, -1.928], [1.291, 1.484, -1.993], [0.947, 0.040, -2.524], [0.859, -1.773, -0.501], [0.544, -2.375, -1.212], [1.224, -2.382, 0.129], [-0.852, -0.762, 1.801], [-1.623, -0.355, 2.074], [-0.786, -1.699, 1.973], [1.784, 0.744, 0.905], [2.501, 0.296, 0.470], [1.975, 1.606, 1.228], [-1.746, -0.369, -0.945], [-2.346, -0.972, -0.559], [-1.895, -0.650, -1.821], [-0.732, 1.925, 0.622], [-0.262, 2.530, 1.199], [-1.598, 1.872, 0.970]],
  "total_charge": 3,
  "fmax_ev_per_a": 4.53,
  "homo_lumo_gap_ev": [9.6, 11.2],
  "de_lowest_kj_mol": 75.9,
  "mol_weight_da": 159.0,
  "e_lumo_ha": [-0.5812, -0.5404],
  "spin_multiplicity": 3
}

=====

No. 3
{
  "formula": "C43H67BCaF2N6O8P2Si",
  "method": "ωB97M-V with the def2-TZVPD basis set",
  "species": ["Ca", "C", "C", "C", "C", "N", "N", "B", "N", "N", "C", "C", "C", "C", "C", "C", "C", "C", "N", "N", "C", "C", "C", "C", "C", "C", "C", "C", "C", "C", "C", "C", "H", "H", "H", "H", "H", "H", "H", "H", "H", "H", "H", "H", "H", "H", "H", "H", "H", "H", "H", "H", "H", "H", "H", "H", "H", "H", "H", "H", "H", "H", "H", "H", "H", "H", "H", "H", "H", "H", "H", "H", "C", "C", "O", "P", "O", "O", "O", "P", "O", "O", "O", "H", "H", "H", "H", "H", "H", "H", "F", "C", "F", "H", "C", "C", "C", "C", "Si", "O", "C", "C", "C", "C", "C", "C", "C", "C", "C", "C", "C", "C", "H", "H", "H", "H", "H", "H", "H", "H", "H", "H", "H", "H", "H", "H", "H", "H", "H", "H", "H"],
  "coordinates": [[0.815, -0.366, 0.514], [-1.756, -2.599, -4.916], [-0.765, -1.772, -4.163], [0.203, -0.958, -4.699], [0.888, -0.418, -3.593], [0.371, -0.882, -2.462], [-0.647, -1.712, -2.815], [-1.550, -2.495, -1.847], [-0.837, -3.634, -1.078], [0.193, -3.451, -0.210], [0.489, -4.650, 0.274], [-0.359, -5.628, -0.279], [-1.187, -4.939, -1.132], [-2.294, -5.505, -1.961], [1.557, -4.919, 1.308], [2.428, -3.696, 1.553], [0.861, -5.331, 2.613], [2.450, -6.071, 0.833], [-2.446, -1.651, -0.915], [-2.038, -1.033, 0.233], [-3.150, -0.625, 0.843], [-4.284, -0.960, 0.081], [-3.793, -1.606, -1.023], [-4.589, -2.131, -2.173], [-3.212, 0.015, 2.210], [-3.359, -1.105, 3.249], [-4.434, 0.934, 2.296], [-1.976, 0.847, 2.504], [2.080, 0.497, -3.699], [1.738, 1.670, -4.626], [3.251, -0.293, -4.302], [2.488, 1.023, -2.336], [-1.593, -2.445, -5.984], [-1.644, -3.664, -4.705], [-2.788, -2.329, -4.686], [0.386, -0.783, -5.747], [-2.326, -3.057, -2.566], [-0.376, -6.690, -0.086], [-2.328, -6.585, -1.807], [-3.264, -5.093, -1.680], [-2.155, -5.315, -3.026], [1.826, -2.837, 1.841], [3.153, -3.908, 2.345], [2.976, -3.413, 0.657], [0.195, -4.532, 2.952], [0.239, -6.218, 2.472], [1.598, -5.545, 3.394], [2.947, -5.802, -0.100], [3.218, -6.285, 1.583], [1.875, -6.984, 0.663], [-5.318, -0.750, 0.294], [-5.639, -1.893, -2.002], [-4.288, -1.671, -3.117], [-4.497, -3.210, -2.295], [-4.235, -1.723, 3.031], [-2.477, -1.746, 3.240], [-3.465, -0.684, 4.252], [-5.369, 0.371, 2.225], [-4.428, 1.455, 3.257], [-4.421, 1.684, 1.502], [-1.092, 0.222, 2.559], [-1.809, 1.585, 1.724], [-2.078, 1.355, 3.463], [1.443, 1.324, -5.620], [0.918, 2.263, -4.211], [2.608, 2.324, -4.731], [3.007, -0.663, -5.302], [4.133, 0.349, -4.376], [3.500, -1.145, -3.667], [1.645, 1.478, -1.815], [2.861, 0.201, -1.736], [3.284, 1.767, -2.433], [3.284, -1.574, 4.475], [2.151, -0.557, 4.463], [1.902, -0.085, 5.808], [0.586, -1.350, 3.951], [-0.486, -0.526, 4.771], [0.559, -2.789, 4.665], [0.281, -1.507, 2.511], [2.522, 0.989, 3.436], [4.076, 0.880, 3.094], [2.324, 2.075, 4.443], [1.708, 0.914, 2.181], [3.078, -2.347, 5.217], [4.217, -1.071, 4.726], [3.408, -2.031, 3.492], [2.043, 0.891, 5.708], [0.009, -0.122, 5.515], [0.791, -3.483, 4.032], [4.229, 0.188, 2.413], [3.972, -1.726, -0.717], [3.412, -0.829, 0.227], [4.177, -1.225, 1.451], [3.949, 0.111, 0.004], [-2.290, 4.846, -1.712], [-1.874, 3.407, -1.404], [-2.982, 2.757, -0.566], [-1.758, 2.606, -2.709], [-0.249, 3.179, -0.413], [-0.019, 1.629, -0.218], [1.231, 4.027, -1.282], [2.428, 3.984, -0.553], [3.614, 4.488, -1.064], [3.636, 5.063, -2.330], [2.465, 5.127, -3.068], [1.281, 4.614, -2.544], [-0.327, 4.244, 1.165], [-0.489, 5.634, 1.080], [-0.498, 6.439, 2.209], [-0.314, 5.872, 3.465], [-0.105, 4.507, 3.572], [-0.116, 3.707, 2.435], [-3.183, 4.846, -2.353], [-1.511, 5.411, -2.231], [-2.544, 5.390, -0.800], [-3.946, 2.838, -1.088], [-3.089, 3.238, 0.411], [-2.775, 1.696, -0.404], [-2.735, 2.564, -3.212], [-1.428, 1.583, -2.511], [-1.050, 3.054, -3.414], [2.433, 3.522, 0.431], [4.523, 4.423, -0.477], [4.562, 5.452, -2.739], [2.470, 5.568, -4.059], [0.384, 4.673, -3.151], [-0.584, 6.102, 0.106], [-0.625, 7.512, 2.108], [-0.299, 6.500, 4.350], [0.107, 4.059, 4.535], [0.103, 2.652, 2.528]],
  "total_charge": -2,
  "fmax_ev_per_a": 1.06,
  "homo_lumo_gap_ev": 6.8,
  "de_lowest_kj_mol": 5.9,
  "mol_weight_da": 975.0,
  "e_lumo_ha": 0.1495
}

=====

- Number 2 is which compound?
  H12O6V